{
  "formula": "C16H14Cl2FNO4S",
  "method": "the ωB97M-V functional and the def2-TZVPD basis",
  "fmax_ev_per_a": 19.2,
  "homo_lumo_gap_ev": 8.867,
  "e_lumo_ev": 0.53,
  "smiles": "COC(=O)c1ccc(Cl)cc1N(Cc1c(F)cccc1Cl)S(C)(=O)=O",
  "symbols": ["C", "H", "H", "H", "O", "C", "O", "C", "C", "C", "C", "C", "C", "N", "S", "O", "O", "C", "H", "H", "H", "C", "C", "C", "C", "C", "C", "C", "Cl", "H", "H", "H", "F", "H", "H", "H", "Cl", "H", "H"],
  "positions_angstrom": [[-0.06, 1.51, 4.35], [-1.02, 2.15, 4.38], [0.53, 1.61, 5.05], [-0.56, 0.53, 4.38], [0.43, 1.86, 3.22], [0.01, 1.63, 2.08], [-1.06, 1.27, 2.13], [0.71, 1.96, 0.72], [1.69, 3.00, 0.82], [2.37, 3.35, -0.19], [2.27, 2.78, -1.63], [1.27, 1.84, -1.70], [0.42, 1.32, -0.33], [-0.19, 0.10, -0.67], [-1.65, 0.29, -1.71], [-1.02, 0.96, -2.76], [-2.07, -1.13, -1.66], [-2.71, 1.23, -0.70], [-3.81, 0.75, -1.17], [-2.52, 2.22, -1.10], [-2.65, 1.20, 0.25], [-0.07, -0.89, 0.35], [-0.02, -2.28, -0.40], [1.21, -2.49, -1.07], [1.10, -3.58, -2.04], [0.25, -4.72, -1.73], [-0.92, -4.44, -0.76], [-1.02, -3.33, -0.41], [-2.35, -3.05, 0.76], [-1.56, -5.29, -0.80], [0.42, -5.58, -2.36], [2.03, -3.67, -2.41], [1.98, -1.54, -1.19], [0.48, -0.71, 1.19], [-1.24, -0.86, 0.99], [1.18, 1.15, -2.69], [2.83, 3.38, -2.93], [3.35, 4.07, -0.06], [1.94, 3.39, 1.81]],
  "nbo_charge": [-0.207, 0.169, 0.167, 0.185, -0.480, 0.792, -0.622, -0.207, -0.234, -0.159, -0.224, -0.166, 0.223, -0.706, 2.295, -0.883, -0.905, -0.842, 0.260, 0.252, 0.255, -0.250, -0.096, 0.422, -0.285, -0.161, -0.260, 0.043, -0.057, 0.245, 0.221, 0.199, -0.271, 0.225, 0.214, 0.247, 0.153, 0.212, 0.237]
}

{
  "formula": "C16H14ClN3O",
  "method": "the ωB97M-V functional and the def2-TZVPD basis",
  "fmax_ev_per_a": 0.8,
  "homo_lumo_gap_ev": 8.641,
  "e_lumo_ev": 0.50,
  "e_above_lowest_kcal_mol": 0.0,
  "smiles": "CC(=O)Nc1nc2ccccc2n1Cc1ccccc1Cl",
  "symbols": ["C", "C", "O", "N", "C", "N", "C", "C", "C", "C", "C", "C", "N", "C", "C", "C", "C", "C", "C", "C", "Cl", "H", "H", "H", "H", "H", "H", "H", "H", "H", "H", "H", "H", "H", "H"],
  "positions_angstrom": [[-2.56, -3.12, 0.21], [-1.18, -2.68, -0.24], [-0.62, -3.10, -1.22], [-0.65, -1.73, 0.60], [0.60, -1.16, 0.48], [1.67, -1.74, 0.02], [2.65, -0.79, 0.09], [3.99, -0.86, -0.28], [4.77, 0.27, -0.10], [4.24, 1.44, 0.43], [2.91, 1.54, 0.80], [2.13, 0.41, 0.62], [0.80, 0.15, 0.88], [-0.22, 1.07, 1.31], [-1.26, 1.26, 0.23], [-0.85, 1.73, -1.01], [-1.75, 1.87, -2.05], [-3.09, 1.54, -1.86], [-3.51, 1.06, -0.63], [-2.59, 0.92, 0.40], [-3.17, 0.30, 1.92], [-4.54, 0.80, -0.47], [-3.80, 1.64, -2.66], [-1.42, 2.23, -3.01], [0.19, 1.98, -1.16], [0.27, 2.03, 1.52], [-0.68, 0.72, 2.24], [2.51, 2.46, 1.20], [4.88, 2.30, 0.55], [5.81, 0.24, -0.37], [4.39, -1.78, -0.68], [-1.25, -1.34, 1.31], [-2.51, -3.53, 1.21], [-2.93, -3.87, -0.47], [-3.24, -2.27, 0.21]],
  "nbo_charge": [-0.717, 0.694, -0.548, -0.652, 0.543, -0.469, 0.172, -0.225, -0.229, -0.220, -0.249, 0.086, -0.372, -0.239, -0.090, -0.127, -0.216, -0.190, -0.231, -0.025, -0.012, 0.230, 0.223, 0.223, 0.217, 0.236, 0.221, 0.208, 0.212, 0.212, 0.225, 0.408, 0.229, 0.243, 0.227]
}

{
  "formula": "C16H14F3N5O2S",
  "method": "the ωB97M-V functional and the def2-TZVPD basis",
  "fmax_ev_per_a": 1.4,
  "homo_lumo_gap_ev": 9.095,
  "e_lumo_ev": 0.34,
  "e_above_lowest_kcal_mol": 30.6,
  "smiles": "Cc1cc(-c2nnc(SCC(=O)Nc3ccc(C(F)(F)F)cc3)n2C)no1",
  "symbols": ["C", "C", "C", "C", "N", "O", "C", "N", "N", "C", "N", "C", "H", "H", "H", "S", "C", "H", "H", "C", "O", "N", "C", "C", "C", "C", "C", "C", "H", "H", "C", "F", "F", "F", "H", "H", "H", "H", "H", "H", "H"],
  "positions_angstrom": [[0.83, 4.83, 1.04], [0.42, 3.43, 1.26], [-0.59, 2.67, 0.72], [-0.43, 1.41, 1.35], [0.59, 1.44, 2.18], [1.11, 2.68, 2.13], [-1.22, 0.24, 1.11], [-2.15, 0.16, 0.19], [-2.64, -1.08, 0.19], [-2.01, -1.75, 1.12], [-1.08, -0.97, 1.74], [-0.22, -1.33, 2.83], [0.03, -2.39, 2.75], [0.67, -0.70, 2.79], [-0.73, -1.16, 3.78], [-2.14, -3.47, 1.39], [-2.53, -3.96, -0.33], [-3.60, -3.80, -0.51], [-2.31, -5.03, -0.39], [-1.74, -3.17, -1.36], [-2.23, -2.85, -2.41], [-0.46, -2.89, -0.97], [0.28, -1.76, -1.30], [-0.10, -0.88, -2.32], [0.62, 0.27, -2.54], [1.74, 0.56, -1.76], [2.13, -0.31, -0.76], [1.41, -1.46, -0.53], [1.71, -2.14, 0.26], [3.00, -0.09, -0.15], [2.53, 1.81, -1.98], [2.35, 2.71, -0.98], [2.22, 2.45, -3.11], [3.85, 1.58, -2.02], [0.32, 0.95, -3.32], [-0.97, -1.10, -2.91], [-0.14, -3.36, -0.13], [-1.33, 2.93, 0.00], [1.66, 4.86, 0.33], [0.01, 5.41, 0.64], [1.17, 5.27, 1.98]],
  "nbo_charge": [-0.665, 0.350, -0.337, 0.081, -0.154, -0.264, 0.330, -0.259, -0.308, 0.163, -0.358, -0.427, 0.215, 0.261, 0.215, 0.249, -0.613, 0.265, 0.251, 0.699, -0.558, -0.649, 0.253, -0.267, -0.145, -0.186, -0.155, -0.282, 0.210, 0.231, 0.978, -0.339, -0.322, -0.326, 0.232, 0.262, 0.400, 0.252, 0.245, 0.235, 0.236]
}

Question: Number 3 is which compound?
Answer: C16H14F3N5O2S